Entry from OMol25: a cluster of 3 separate species, C22H32F9N2O7S in total (the ωB97M-V functional and the def2-TZVPD basis).

```
73
Properties=species:S:1:pos:R:3
C 5.593 -0.010 -1.723
C 4.626 -0.680 -0.758
C 5.449 -0.953 0.521
C 3.455 0.257 -0.363
C 2.148 0.063 -1.162
C 2.354 0.671 -2.565
N 1.168 0.536 -3.418
S 0.891 1.079 -0.309
O 0.114 1.900 -1.191
O 1.541 1.771 0.773
C -0.353 -0.012 0.553
F -0.927 0.794 1.474
F 0.280 -1.006 1.211
C -1.486 -0.558 -0.381
F -2.476 0.368 -0.409
F -1.019 -0.714 -1.645
C -2.055 -1.912 0.079
F -1.095 -2.860 -0.049
F -2.405 -1.809 1.379
C -3.290 -2.408 -0.722
F -3.760 -3.507 -0.087
F -4.259 -1.483 -0.764
F -2.919 -2.747 -1.977
C 1.771 -1.425 -1.343
C 2.822 -2.417 -0.838
C 2.521 -3.768 -1.502
C 2.745 -2.656 0.664
N 4.161 -1.982 -1.290
O 4.386 -2.189 -2.531
H 5.193 0.104 -2.718
H 5.868 0.958 -1.326
H 6.499 -0.601 -1.772
H 6.206 -1.692 0.292
H 4.835 -1.246 1.359
H 5.964 -0.036 0.785
H 3.790 1.269 -0.541
H 3.278 0.164 0.696
H 2.620 1.715 -2.462
H 3.166 0.091 -2.986
H 1.295 -0.250 -4.035
H 1.060 1.351 -4.000
H 1.646 -1.635 -2.395
H 0.844 -1.709 -0.871
H 3.315 -4.470 -1.289
H 2.356 -3.675 -2.564
H 1.605 -4.150 -1.062
H 3.456 -3.415 0.959
H 1.749 -3.016 0.887
H 2.869 -1.752 1.244
O -1.879 0.781 7.707
C -2.041 0.675 6.531
O -1.929 -0.512 5.881
C -2.079 -0.318 4.465
C -2.848 0.987 4.316
C -2.367 1.774 5.534
H -1.085 -0.265 4.016
H -2.609 -1.170 4.047
H -2.667 1.482 3.365
H -3.919 0.797 4.400
H -1.453 2.333 5.329
H -3.122 2.442 5.936
O -6.068 5.641 -1.027
C -5.638 4.610 -1.443
O -5.968 4.119 -2.664
C -5.381 2.820 -2.854
C -4.201 2.769 -1.892
C -4.695 3.647 -0.744
H -6.137 2.065 -2.625
H -5.087 2.718 -3.896
H -3.934 1.760 -1.599
H -3.326 3.227 -2.355
H -5.267 3.081 -0.008
H -3.895 4.190 -0.249
```

Results
Expectation value of S² = 0.754
Lowest unoccupied orbital energy (spin up / spin down) = 0.32 / -0.11 eV
2S+1 = 2
Frontier orbital gap (spin up / spin down) = 9.197 / 9.945 eV
HOMO level (spin up / spin down) = -0.326 / -0.369 Eh



Entry from OMol25: a structure of composition C46H39P2Tb (the ωB97M-V functional and the def2-TZVPD basis).

```
88
Properties=species:S:1:pos:R:3
C 4.166 1.734 -0.148
C 3.385 1.389 0.979
C 4.032 0.738 2.040
C 5.396 0.462 1.971
C 6.135 0.737 0.820
C 5.513 1.371 -0.252
P 1.536 1.565 1.013
C 1.162 1.805 2.818
C 0.445 0.835 3.556
C 0.294 0.978 4.939
C 0.791 2.102 5.602
C 1.429 3.099 4.863
C 1.580 2.970 3.475
Tb -0.004 -0.021 -0.666
P 1.978 -1.655 -1.470
C 3.209 -2.552 -0.519
C 4.496 -2.831 -1.011
C 5.476 -3.328 -0.149
C 5.191 -3.590 1.193
C 3.909 -3.314 1.681
C 2.942 -2.771 0.850
C 0.531 -2.696 -1.799
C -0.643 -2.040 -2.262
C -1.852 -2.770 -2.181
C -1.842 -4.117 -1.814
C -0.639 -4.761 -1.487
C 0.555 -4.051 -1.461
C 2.225 -1.056 -3.189
C 1.953 0.301 -3.482
C 2.398 0.839 -4.694
C 3.056 0.026 -5.622
C 3.329 -1.313 -5.308
C 2.926 -1.866 -4.086
C 1.252 3.253 0.264
C 2.289 4.198 0.250
C 2.159 5.361 -0.514
C 0.978 5.615 -1.223
C -0.091 4.722 -1.130
C 0.024 3.558 -0.366
H -0.601 -1.038 -2.770
H -2.816 -2.286 -2.417
H -2.787 -4.694 -1.804
H -0.652 -5.824 -1.256
H 1.496 -4.507 -1.153
H 4.708 -2.656 -2.064
H 6.489 -3.510 -0.514
H 5.956 -3.989 1.868
H 3.681 -3.514 2.727
H 1.966 -2.492 1.254
H 1.552 0.983 -2.704
H 2.264 1.905 -4.898
H 3.397 0.451 -6.571
H 3.892 -1.929 -6.007
H 3.125 -2.906 -3.813
H 3.213 4.007 0.811
H 2.984 6.068 -0.554
H 0.886 6.513 -1.830
H -1.023 4.939 -1.652
H -0.850 2.898 -0.242
H -0.007 -0.016 3.034
H -0.208 0.201 5.511
H 0.677 2.201 6.681
H 1.816 3.983 5.363
H 2.019 3.787 2.898
H 3.480 0.467 2.940
H 5.917 0.034 2.827
H 7.193 0.463 0.810
H 6.057 1.606 -1.175
H 3.698 2.204 -1.023
H 3.505 -0.243 -1.379
H 3.053 0.387 -1.346
C -5.257 0.797 1.234
C -4.201 1.543 0.679
C -2.928 0.994 0.665
C -2.681 -0.308 1.169
C -1.444 -0.988 0.934
C -1.287 -2.282 1.395
C -2.320 -2.962 2.097
C -3.525 -2.337 2.285
C -3.755 -1.024 1.814
C -5.039 -0.447 1.813
H -6.262 1.202 1.210
H -4.417 2.539 0.275
H -2.065 1.597 0.298
H -0.363 -2.833 1.209
H -2.185 -3.982 2.465
H -4.370 -2.810 2.776
H -5.879 -1.017 2.222
```

Results
Expectation value of S² = 12.703
Lowest unoccupied orbital energy (spin up / spin down) = -6.30 / -5.88 eV
2S+1 = 7
Frontier orbital gap (spin up / spin down) = 6.454 / 6.891 eV
Charge = +2
HOMO level (spin up / spin down) = -0.469 / -0.469 Eh



Entry from OMol25: a cluster of 2 separate species, C4H8FN in total (the ωB97M-V functional and the def2-TZVPD basis).

```
14
Properties=species:S:1:pos:R:3
C -0.784 -0.326 -2.239
C -0.331 -0.576 -1.052
C -0.778 0.514 1.021
C 1.393 -0.607 0.582
N 0.101 -0.163 0.095
F -0.419 -2.611 -1.020
H -1.189 -1.115 -2.845
H -0.724 0.661 -2.674
H -0.931 -0.081 1.923
H -0.333 1.474 1.297
H -1.741 0.693 0.547
H 1.503 -1.674 0.391
H 2.193 -0.068 0.069
H 1.462 -0.417 1.650
```

Results
Lowest unoccupied orbital energy = 0.70 eV
Frontier orbital gap = 10.149 eV
HOMO level = -0.347 Eh



Entry from OMol25: a cluster of 2 separate species, H2O3P2 in total (the ωB97M-V functional and the def2-TZVPD basis).

```
7
Properties=species:S:1:pos:R:3
O -1.234 -0.056 1.704
O 2.871 1.450 -0.477
O -0.141 -2.218 0.823
P -1.388 -0.151 -1.329
P -0.594 -0.818 0.592
H 2.272 0.860 -0.871
H -1.786 0.933 -0.443
```

Results
Lowest unoccupied orbital energy = 6.70 eV
Frontier orbital gap = 5.889 eV
Charge = -2
HOMO level = 0.030 Eh



Across the entries above, largest force on an atom takes the values 0.0290, 0.0518, 0.0473, 0.0502 Eh/bohr, respectively.
Across the entries above, relative energy (zero: lowest compared OMol25 entry of this formula, charge and spin) takes the values 0.0, 101.5, 245.9, 94.1 kJ/mol, respectively.